[1]
This record from OMol25 describes C44H61N2OSi4Ti as an isolated structure. The level of theory is ωB97M-V with the def2-TZVPD basis set.

HOMO   -11.24 eV
Frontier orbital gap   8.12 eV
Relative energy (zero: lowest compared OMol25 entry of this formula, charge and spin)   0.223 eV
Net charge   +1
E_LUMO   -3.12 eV
Calculated total energy   -3905.52088 Eh
Strongest force on any atom   0.9 eV/Å

The geometry in XYZ format:
```
113
Properties=species:S:1:pos:R:3:mulliken_charge:R:1
Ti -0.768 0.174 0.515 -2.31
C -1.468 -3.767 -1.417 -0.66
Si -0.022 -2.697 -0.903 -0.02
C 1.476 -3.471 -1.730 -1.21
C 0.287 -2.910 0.944 -0.59
C -0.313 -0.847 -1.282 2.56
Si 1.103 -0.268 -2.446 1.03
C 1.132 -1.312 -4.025 -1.59
C 2.792 -0.426 -1.645 -1.35
C 0.880 1.504 -3.052 -0.97
Si -1.896 -0.389 -2.190 -0.22
C -1.963 -0.524 -4.053 -1.30
C -3.561 -0.974 -1.566 -0.78
C -2.066 1.473 -1.726 -0.48
C -2.529 2.481 -2.566 -0.44
C -2.730 3.758 -2.078 -0.72
C -2.467 4.022 -0.741 -1.23
C -1.984 3.003 0.048 -0.12
N -1.777 1.767 -0.434 1.94
H -1.274 -4.792 -1.098 0.48
H -1.578 -3.784 -2.502 0.34
H -2.413 -3.467 -0.979 -0.35
H 1.556 -4.472 -1.301 0.49
H 2.414 -2.958 -1.530 0.36
H 1.369 -3.589 -2.803 0.32
H 0.901 -3.795 1.115 0.84
H -0.643 -3.045 1.490 -0.36
H 0.825 -2.064 1.392 0.06
H 0.291 -1.996 -4.113 0.35
H 2.041 -1.906 -4.078 0.53
H 1.117 -0.665 -4.902 0.43
H 3.447 -1.020 -2.282 0.65
H 2.758 -0.904 -0.668 0.29
H 3.250 0.550 -1.517 0.22
H 0.102 1.585 -3.809 0.41
H 1.817 1.801 -3.526 0.45
H 0.672 2.229 -2.272 -0.03
H -1.952 -1.570 -4.359 0.37
H -1.157 -0.022 -4.576 0.38
H -2.913 -0.107 -4.389 0.49
H -3.753 -2.039 -1.657 0.38
H -4.309 -0.455 -2.170 0.60
H -3.733 -0.701 -0.527 -0.40
H -2.730 2.251 -3.603 0.50
H -3.090 4.544 -2.728 0.48
H -2.623 5.003 -0.317 0.60
H -1.746 3.157 1.093 0.01
C 2.694 4.455 -1.187 -2.11
C 2.793 3.246 -0.301 0.71
C 4.029 2.730 0.063 -0.67
C 4.143 1.615 0.891 0.49
C 5.495 1.082 1.269 -1.91
C 2.985 1.005 1.347 0.16
C 1.734 1.512 1.006 -0.81
C 1.645 2.633 0.194 0.37
N 0.543 0.958 1.578 0.95
C 0.386 1.209 3.064 1.36
C 1.449 2.166 3.612 -1.79
C -0.971 1.882 3.283 -1.90
C 0.461 -0.117 3.804 -1.05
H 3.091 5.338 -0.687 0.45
H 1.660 4.659 -1.462 0.34
H 3.265 4.314 -2.104 0.41
H 4.930 3.203 -0.311 0.43
H 6.161 1.055 0.408 0.42
H 5.422 0.076 1.677 0.40
H 5.961 1.717 2.023 0.33
H 3.050 0.125 1.975 0.26
H 0.672 3.061 -0.025 0.45
H 1.528 3.073 3.012 0.38
H 2.435 1.712 3.683 0.36
H 1.139 2.451 4.617 0.51
H -0.921 2.932 2.988 0.38
H -1.246 1.848 4.337 0.63
H -1.785 1.401 2.737 -0.16
H 1.429 -0.599 3.653 0.34
H -0.319 -0.790 3.455 -0.69
H 0.318 0.038 4.874 0.57
O -1.977 -0.766 1.422 0.62
Si -3.207 -1.327 2.433 0.22
C -2.705 -2.494 3.809 1.15
C -1.444 -2.919 4.224 0.06
C -1.293 -3.791 5.294 -0.87
C -2.403 -4.255 5.978 -0.69
C -3.669 -3.853 5.581 -0.74
C -3.815 -2.990 4.508 -0.62
C -4.445 -2.282 1.412 0.76
C -5.680 -1.763 1.026 -0.06
C -6.561 -2.513 0.260 -0.80
C -6.220 -3.797 -0.133 -0.69
C -5.003 -4.339 0.257 -0.49
C -4.132 -3.589 1.029 -0.54
C -3.993 0.222 3.120 0.33
C -4.105 0.476 4.485 -0.53
C -4.652 1.665 4.948 -0.80
C -5.097 2.622 4.052 -0.78
C -4.997 2.389 2.686 -1.08
C -4.449 1.202 2.231 0.38
H -0.554 -2.592 3.710 0.04
H -0.302 -4.107 5.591 0.45
H -2.285 -4.932 6.812 0.40
H -4.544 -4.216 6.102 0.44
H -4.816 -2.706 4.204 0.43
H -5.968 -0.764 1.328 0.39
H -7.518 -2.096 -0.025 0.46
H -6.907 -4.382 -0.729 0.41
H -4.742 -5.349 -0.030 0.45
H -3.199 -4.036 1.353 0.42
H -3.750 -0.255 5.199 0.36
H -4.729 1.845 6.011 0.44
H -5.527 3.545 4.413 0.40
H -5.354 3.130 1.982 0.53
H -4.371 1.037 1.158 0.47
```

=====

[2]
This record from OMol25 describes C8H24B2Cs3O4S2 as an isolated structure at a distorted geometry. The level of theory is ωB97M-V with the def2-TZVPD basis set.

HOMO   -12.02 eV
Frontier orbital gap   8.58 eV
Relative energy (zero: lowest compared OMol25 entry of this formula, charge and spin)   19.545 eV
Net charge   +1
E_LUMO   -3.44 eV
Calculated total energy   -1525.57420 Eh
Strongest force on any atom   16.3 eV/Å

The geometry in XYZ format:
```
43
Properties=species:S:1:pos:R:3:mulliken_charge:R:1
Cs 1.466 -2.799 1.765 1.18
Cs -1.178 -3.693 -0.377 1.12
Cs 1.462 -1.886 -1.503 1.37
B 1.702 -3.927 -0.230 0.65
H 2.243 -3.921 -1.164 -0.08
H 0.730 -4.395 -0.269 -0.53
H 2.340 -4.305 0.552 -0.12
H 1.553 -2.880 -0.013 -0.48
B 0.201 -1.246 0.490 2.03
H -0.154 -1.067 1.493 0.07
H -0.168 -0.565 -0.261 -1.92
H 1.271 -1.157 0.389 -0.83
H -0.153 -2.244 0.282 -1.92
C -0.192 0.608 1.734 0.99
C 1.327 0.914 1.849 -0.69
C 1.645 2.441 1.723 -0.86
S 0.001 3.290 1.401 1.17
O -0.153 3.616 -0.028 -0.65
O -0.125 4.477 2.272 -0.69
C -0.983 1.863 1.987 -1.22
H -0.492 -0.189 2.414 0.85
H -0.295 0.304 0.693 -1.22
H 2.056 0.274 1.351 0.32
H 1.582 0.578 2.854 0.54
H 2.238 2.776 0.872 0.43
H 2.045 2.863 2.645 0.40
H -2.033 2.000 1.729 0.59
H -1.090 2.018 3.060 0.43
C -2.111 -0.527 -1.644 0.20
C -2.014 0.879 -0.880 -0.75
C -0.715 1.625 -1.272 -0.12
S 0.076 0.809 -2.712 1.13
O 1.496 0.435 -2.453 -0.73
O -0.377 1.628 -3.808 -0.67
C -0.938 -0.755 -2.660 -0.36
H -3.077 -0.599 -2.144 0.52
H -2.057 -1.203 -0.791 -0.39
H -2.231 0.871 0.188 0.18
H -2.645 1.510 -1.506 0.46
H 0.012 1.271 -0.542 -0.24
H -0.697 2.702 -1.436 0.81
H -0.258 -1.555 -2.370 -0.51
H -1.310 -0.839 -3.682 0.57
```

=====

[3]
This record from OMol25 describes C14H39N3O4 as an isolated structure at a distorted geometry. The level of theory is ωB97M-V with the def2-TZVPD basis set.

HOMO   -7.95 eV
Frontier orbital gap   8.57 eV
Relative energy (zero: lowest compared OMol25 entry of this formula, charge and spin)   13.219 eV
E_LUMO   0.62 eV
Calculated total energy   -1021.45661 Eh
Strongest force on any atom   8.5 eV/Å

The geometry in XYZ format:
```
60
Properties=species:S:1:pos:R:3:mulliken_charge:R:1
C -2.759 1.053 -3.142 -1.35
C -1.944 2.154 -2.485 0.16
C -2.269 2.350 -0.940 0.09
O -3.702 2.398 -0.821 -0.39
C -4.172 2.617 0.478 -0.78
N -0.495 2.114 -2.745 -0.45
H -2.465 0.097 -2.708 0.33
H -2.491 0.992 -4.196 0.39
H -3.846 1.107 -3.208 0.30
H -2.344 3.047 -2.963 0.46
H -1.838 3.186 -0.391 0.36
H -1.978 1.446 -0.405 -0.14
H -5.249 2.503 0.355 0.30
H -3.930 3.613 0.851 0.29
H -3.982 1.786 1.157 0.30
H -0.361 1.807 -3.698 0.27
H -0.085 3.036 -2.709 0.20
C 2.228 1.332 1.670 -1.18
C 0.767 1.619 1.952 2.54
C -0.041 0.358 2.383 -1.34
O 0.287 -0.745 1.664 0.19
C -0.341 -1.957 2.042 -1.34
N 0.690 2.742 2.865 -0.86
H 2.629 0.357 1.946 0.24
H 2.989 1.954 2.141 0.50
H 2.496 1.289 0.614 0.26
H 0.131 1.814 1.089 -1.45
H -1.079 0.627 2.191 0.38
H 0.017 0.237 3.465 0.58
H -1.268 -2.228 1.537 0.24
H -0.515 -1.977 3.118 0.41
H 0.329 -2.766 1.753 0.32
H 1.251 3.458 2.426 0.33
H 1.384 2.475 3.549 0.33
C 1.705 -3.913 2.108 -1.84
C 1.292 -3.347 0.783 1.96
C 2.261 -2.270 0.282 0.01
O 1.884 -1.996 -1.063 -0.35
C 2.485 -0.883 -1.686 -1.13
N 1.194 -4.478 -0.173 -0.90
H 1.073 -4.781 2.295 0.37
H 1.704 -3.101 2.836 0.45
H 2.717 -4.307 2.201 0.45
H 0.351 -2.833 0.977 -0.80
H 3.327 -2.475 0.386 0.62
H 2.035 -1.396 0.892 -0.47
H 2.195 -0.805 -2.734 0.38
H 3.564 -0.905 -1.532 0.53
H 2.333 0.118 -1.282 0.28
H 1.054 -4.025 -1.064 0.37
H 2.090 -4.922 -0.315 0.29
C -0.166 0.659 -0.547 -0.64
C 0.136 -0.236 -1.733 -0.72
O -0.772 0.020 -2.788 -0.80
H -0.191 1.721 -0.790 0.99
H 0.536 0.503 0.272 -0.20
H -1.092 0.287 -0.109 0.01
H 0.092 -1.262 -1.370 0.79
H 1.199 -0.202 -1.971 -0.50
H -1.048 0.936 -2.711 0.38
```

=====

[4]
This record from OMol25 describes one molecule with the formula HN3O5 at a distorted geometry. The level of theory is ωB97M-V with the def2-TZVPD basis set.

HOMO   -10.70 eV
Frontier orbital gap   10.15 eV
Relative energy (zero: lowest compared OMol25 entry of this formula, charge and spin)   0.656 eV
E_LUMO   -0.55 eV
Calculated total energy   -540.73470 Eh
Structure (SMILES)   O=[N+]([O-])O/[N+]([O-])=N/O
Strongest force on any atom   3.0 eV/Å

The geometry in XYZ format:
```
9
Properties=species:S:1:pos:R:3:mulliken_charge:R:1
O 0.861 1.550 0.208 -0.46
N 0.118 1.652 -0.704 1.13
O -0.252 2.545 -1.411 -0.52
O -0.688 0.459 -0.903 -0.29
N -0.442 -0.500 0.046 0.94
O -1.262 -0.481 0.954 -0.68
N 0.636 -1.079 -0.130 -0.19
O 0.804 -2.185 0.599 -0.28
H 0.224 -1.961 1.342 0.36
```